[1]
103
Properties=species:S:1:pos:R:3 method="wB97M-V/def2-TZVPD" total_charge=-1 total_energy_ev=-89533.9625 gap_ev=5.409 homo_energy_ha=-0.140
C -1.71316 -2.84248 4.93404
O -1.52785 -2.45275 6.27799
C -0.17164 -2.35352 6.67137
C 0.13361 -0.94942 7.15666
C 0.23498 0.06310 6.03055
C 0.30993 1.50011 6.56029
C 1.01634 2.49397 5.65292
C 0.27347 2.78018 4.34485
C 0.59010 1.81869 3.19728
C 0.32189 2.45486 1.82587
C 1.55819 3.01425 1.14424
C 2.62832 1.99956 0.72083
C 2.37307 1.44511 -0.69896
C 2.64663 -0.02346 -0.98859
Cl 2.50349 -0.14177 -2.84627
N 3.98093 -0.42839 -0.58874
C 5.06904 0.50896 -0.69936
C 5.57930 0.97243 -1.91147
C 6.65693 1.86261 -1.88939
N 7.25384 2.28801 -0.77266
C 6.77644 1.81798 0.38245
C 5.69352 0.94074 0.46972
C 1.59710 -1.03413 -0.41372
C 2.03211 -2.48963 -0.64690
C 0.99730 -3.52737 -0.17238
C 1.64281 -4.82216 0.18094
O 1.64501 -5.34467 1.23709
O 2.24337 -5.40638 -0.90293
O 1.38324 -0.73334 0.98302
C 2.34577 -1.11844 1.90526
N 1.93331 -2.35708 2.62260
C 2.78381 -3.04233 3.08421
S 3.89648 -3.96334 3.66822
B 0.13721 -0.85946 -1.12510
N -0.89648 0.04253 -0.61581
O -0.13905 -1.65874 -2.17596
H -2.78148 -2.91065 4.75534
H -1.26514 -3.81864 4.73453
H -1.29066 -2.11150 4.24023
H 0.02295 -3.08149 7.46012
H 0.47590 -2.59755 5.82680
H 1.06218 -0.94446 7.72931
H -0.68524 -0.64954 7.81241
H 1.08819 -0.15113 5.38193
H -0.64680 -0.02825 5.39252
H -0.71013 1.85051 6.72374
H 0.82708 1.48107 7.52120
H 2.02342 2.13291 5.42913
H 1.14175 3.42238 6.21155
H -0.79303 2.73476 4.57181
H 0.48932 3.79859 4.02180
H 1.63362 1.51986 3.27501
H -0.04138 0.93598 3.28226
H -0.18506 1.76111 1.15920
H -0.36399 3.29052 1.97571
H 1.25754 3.54241 0.23677
H 2.01581 3.76627 1.79032
H 3.56802 2.54820 0.69642
H 2.76291 1.21569 1.45569
H 2.98726 2.02186 -1.38676
H 1.34571 1.66535 -0.97916
H 4.22992 -1.24575 -1.13153
H 5.15803 0.65902 -2.85420
H 7.04471 2.24307 -2.82497
H 7.27199 2.14461 1.28729
H 5.34316 0.60298 1.43362
H 2.17104 -2.63128 -1.71470
H 2.99982 -2.70144 -0.18628
H 0.39381 -3.18443 0.66179
H 0.31919 -3.73202 -1.00071
H 3.15414 -5.63139 -0.68040
H 3.32016 -1.26251 1.45291
H 2.42236 -0.34634 2.66784
H -0.77358 1.00927 -0.88470
H -0.99769 -0.02388 0.38787
H -0.81549 -1.26425 -2.74732
C -6.71787 -1.05486 -7.50460
Si -6.02753 0.08362 -6.15434
C -7.08351 -0.27045 -4.61166
C -6.48619 1.84694 -6.70409
N -4.39595 -0.19108 -5.96556
Si -3.33665 0.54376 -4.91843
C -3.71337 0.29662 -3.07394
C -3.11999 2.41653 -5.17833
C -1.59087 -0.17869 -5.14814
H -7.79363 -0.90218 -7.65488
H -6.21153 -0.86388 -8.45337
H -6.55757 -2.10067 -7.23337
H -8.15454 -0.28476 -4.85007
H -6.93269 0.48747 -3.83831
H -6.81733 -1.24356 -4.19396
H -5.86051 2.14818 -7.54691
H -6.34334 2.56905 -5.89598
H -7.53550 1.91191 -7.01840
H -4.57808 0.88274 -2.75364
H -2.85838 0.60165 -2.45954
H -3.91491 -0.75648 -2.86626
H -2.96191 2.62703 -6.23776
H -2.25828 2.81017 -4.62230
H -4.00153 2.97035 -4.84609
H -1.24379 -0.01796 -6.17001
H -1.58848 -1.25617 -4.95419
H -0.87053 0.30208 -4.46859



[2]
167
Properties=species:S:1:pos:R:3 method="wB97M-V/def2-TZVPD" total_charge=+1 total_energy_ev=-119599.1900 multiplicity=2 gap_ev="7.096 / 2.089" s_squared=0.7848 homo_energy_ha="-0.375 / -0.375"
C -1.81314 5.38730 -2.28156
Cl -1.47835 4.22174 -1.00896
Cl -2.24601 7.02801 -1.68629
Cl -3.04937 4.59404 -3.35238
H -0.85874 5.40966 -2.80760
C -1.41742 0.46120 0.39035
C -0.81968 -0.42151 -0.68048
C -0.37571 0.31988 -1.92437
O -1.39666 0.78528 -2.75059
C -0.99995 1.71352 -3.80912
N 0.23637 -1.18480 -0.03007
H -2.23079 1.02746 -0.06340
H -0.65337 1.17232 0.70445
H -1.80372 -0.02766 1.28470
H -1.51873 -1.17655 -1.04013
H 0.19003 -0.49857 -2.36954
H 0.32023 1.11217 -1.64858
H -0.63374 2.64703 -3.38186
H -1.86367 2.04119 -4.38767
H -0.24405 1.19118 -4.39553
H -0.14559 -2.01506 0.39990
H 0.89146 -1.46231 -0.74695
C 2.10652 -1.23572 3.15672
C 3.23080 -0.37475 3.76162
C 2.91167 0.07507 5.22984
O 3.87583 1.07864 5.64725
C 3.61187 1.71709 6.86571
N 4.48437 -1.08121 3.74301
H 1.90252 -2.19516 3.63208
H 2.28961 -1.39074 2.09346
H 1.19434 -0.64078 3.20220
H 3.28748 0.48941 3.09971
H 2.77394 -0.75724 5.92005
H 1.91366 0.51329 5.23666
H 3.53713 1.14883 7.79286
H 2.70554 2.31017 6.74356
H 4.40996 2.40114 7.15419
H 5.09330 -0.38820 4.15417
H 4.78112 -1.19320 2.78411
C 2.31310 -0.58156 -8.90240
C 1.17751 -1.51316 -8.94155
C -0.24844 -0.95860 -8.42338
O -0.22663 -0.52425 -7.05024
C -0.20348 -1.56969 -6.15841
N 1.06575 -2.07677 -10.23156
H 3.24593 -1.03360 -9.23942
H 2.56512 -0.24681 -7.89616
H 2.10177 0.26964 -9.54963
H 1.53479 -2.33265 -8.31795
H -1.12007 -1.53420 -8.73491
H -0.47136 -0.06506 -9.00649
H 0.64146 -2.23801 -6.32427
H -1.05802 -2.23188 -6.29755
H -0.11258 -1.18025 -5.14442
H 0.32893 -1.63962 -10.76644
H 1.94248 -1.93845 -10.71355
C -3.04315 3.30077 5.09084
C -4.30530 2.98288 4.31928
C -3.94827 1.97827 3.19113
O -3.33975 2.68574 2.06607
C -4.19030 3.59209 1.33936
N -5.24925 2.52096 5.33556
H -2.64174 2.41758 5.58779
H -3.22864 4.04169 5.86849
H -2.29812 3.92566 4.59839
H -4.66865 3.92479 3.90832
H -4.83160 1.40877 2.90222
H -3.17582 1.31340 3.57760
H -3.91611 3.30364 0.32460
H -3.78886 4.60443 1.29360
H -5.27049 3.45678 1.39397
H -5.85594 1.82294 4.92960
H -4.75644 1.99845 6.04564
C 4.54879 0.56824 -2.96468
C 3.94954 -0.81844 -3.05373
C 3.86460 -1.50386 -1.67920
O 5.12859 -1.60139 -0.88106
C 5.03593 -2.13103 0.42838
N 2.66905 -0.65078 -3.70118
H 5.58978 0.57017 -2.64154
H 4.13590 1.31952 -2.29148
H 4.43636 1.02931 -3.94594
H 4.54293 -1.48022 -3.68462
H 3.42707 -2.48982 -1.83586
H 3.12104 -0.98036 -1.07824
H 6.00353 -1.96094 0.90052
H 4.96897 -3.19867 0.63754
H 4.35759 -1.46356 0.95982
H 2.17971 -1.53324 -3.74499
H 2.85350 -0.50785 -4.68386
C 3.31583 5.10659 -2.25061
C 2.05083 5.18573 -1.32004
C 2.24745 4.92820 0.20565
O 3.04604 3.80405 0.44299
C 2.49035 2.60842 0.06535
N 1.51193 6.49646 -1.68426
H 3.94776 5.94413 -1.95516
H 3.11475 5.09767 -3.32185
H 3.70831 4.12305 -1.99234
H 1.40394 4.39391 -1.69773
H 1.33021 4.95564 0.79390
H 2.71790 5.81892 0.62205
H 1.67005 2.41234 0.75583
H 3.13852 1.74791 0.23122
H 2.09940 2.52739 -0.94888
H 1.30180 6.54363 -2.67103
H 2.14936 7.26651 -1.54002
C 2.36821 3.85342 3.58396
O 3.21086 4.58710 4.13894
N 1.10436 3.62833 4.03934
C 0.19420 2.65547 3.45610
C 0.66527 4.08854 5.37377
H 2.56652 3.25108 2.68394
H -0.72055 3.14190 3.11743
H -0.11964 2.00316 4.27103
H 0.64717 2.05032 2.67079
H 0.74435 3.23411 6.04591
H 1.23219 4.87423 5.87319
H -0.36906 4.43238 5.36837
C -3.34120 -1.68959 4.84719
O -4.41599 -2.01172 4.32964
N -2.07312 -2.04174 4.60518
C -1.80986 -2.94532 3.52310
C -0.88658 -1.46933 5.30676
H -3.34481 -1.02505 5.72502
H -1.18512 -3.80092 3.77950
H -1.41863 -2.39875 2.66500
H -2.74754 -3.40257 3.20721
H -1.16200 -0.72784 6.05672
H -0.24569 -2.22716 5.75738
H -0.26387 -0.93425 4.58981
C -6.91492 -1.74085 -0.40797
O -7.50646 -1.81229 -1.44629
N -5.96776 -0.86294 -0.15691
C -5.48159 -0.65311 1.21644
C -5.62332 0.15468 -1.14552
H -7.04738 -2.37774 0.48030
H -5.88926 0.32989 1.45225
H -4.39288 -0.64612 1.26887
H -5.77727 -1.41391 1.93883
H -5.95209 0.00615 -2.17409
H -6.08390 1.06488 -0.76145
H -4.56924 0.43047 -1.11443
C 0.86916 -5.15108 1.09405
O 0.24441 -4.16345 0.64456
N 0.30859 -6.20127 1.70086
C 1.10021 -7.36856 2.06372
C -1.14622 -6.17648 2.13792
H 1.95406 -5.33279 1.04744
H 2.01368 -7.38150 1.46917
H 0.57545 -8.30229 1.86153
H 1.35913 -7.48759 3.11582
H -1.19454 -6.39546 3.20461
H -1.68160 -5.24203 1.96981
H -1.68254 -6.90175 1.52602
C 0.35252 -3.82001 -2.78632
O 1.17069 -3.17637 -3.40479
N -0.58298 -4.65054 -3.32221
C -1.70081 -5.30904 -2.60810
C -0.71812 -4.77280 -4.73860
H 0.38689 -3.92049 -1.69045
H -1.81992 -6.35625 -2.88608
H -2.59281 -4.71459 -2.80577
H -1.62111 -5.25956 -1.52215
H -1.60070 -4.20469 -5.03252
H 0.14123 -4.34255 -5.25290
H -0.78224 -5.78751 -5.13148